Entry 1:
ORCA calculation (ωB97M-V/def2-TZVPD) on 2 unconnected molecules or ions with the total composition C3H3FIO2.

Last columns: bonded neighbours and bond lengths (Å).
Atoms and positions in Å:
1 C -0.73644 0.23493 -1.42988  C3 1.447, O4 1.329, O5 1.166
2 C 0.48642 -0.29564 0.79523  C3 1.423, H8 1.259, H9 1.044, H10 1.066
3 C -0.63199 0.09501 0.00624  C1 1.447, C2 1.423, O4 1.505, I7 2.358
4 O -0.82886 1.37734 -0.75655  C1 1.329, C3 1.505
5 O -0.79900 -0.14913 -2.52853  C1 1.166
6 F 2.92501 -0.07477 0.17722  no bonds
7 I -2.86847 -0.10970 0.72349  C3 2.358
8 H 1.56484 0.01374 0.22441  C2 1.259
9 H 0.63717 0.20189 1.70014  C2 1.044
10 H 0.25133 -1.29366 1.08823  C2 1.066

## Properties
energy: -663.99781 Eh
energy relative to the best compared isomer or geometry (same formula, charge and spin): 2.484 eV
multiplicity: 3
net charge: -1
HOMO (spin up / spin down): -2.5 / -4.3 eV
largest force on an atom: 0.0726 Eh/bohr


Entry 2:
ORCA calculation (ωB97M-V/def2-TZVPD) on C3H3FN2O in the gas phase.

Last columns: bonded neighbours and bond lengths (Å).
Atoms and positions in Å:
1 O 0.59123 -1.70869 -1.62560  C2 1.225
2 C 0.30164 -0.85904 -0.79158  O1 1.225, N3 1.376, N7 1.396
3 N 0.24094 -0.97055 0.57886  C2 1.376, C4 1.400, H8 1.011
4 C -0.15125 0.23392 1.17546  N3 1.400, C5 1.331, H9 1.086
5 C -0.32323 1.09751 0.17746  C4 1.331, F6 1.326, N7 1.379
6 F -0.69285 2.37090 0.18040  C5 1.326
7 N -0.07475 0.46535 -1.02308  C2 1.396, C5 1.379, H10 1.022
8 H 0.46315 -1.84301 1.03858  N3 1.011
9 H -0.25036 0.34481 2.25146  C4 1.086
10 H -0.10452 0.86881 -1.96196  N7 1.022

## Properties
energy: -400.74725 Eh
energy relative to the best compared isomer or geometry (same formula, charge and spin): 0.000 eV
multiplicity: 1
net charge: 0
HOMO: -8.3 eV
structure (SMILES): O=c1[nH]cc(F)[nH]1
largest force on an atom: 0.0186 Eh/bohr


Entry 3:
ORCA calculation (ωB97M-V/def2-TZVPD) on C3H3FN2S in the gas phase.

Last columns: bonded neighbours and bond lengths (Å).
Atoms and positions in Å:
1 C 0.31554 2.29192 -1.79030  N4 1.136, N5 1.354
2 C -0.22943 -0.47767 0.10744  C3 1.520, F6 1.339, S7 1.713
3 C -0.16775 -1.46314 1.26362  C2 1.520, H8 1.147, H9 1.115, H10 1.188
4 N -0.46509 3.09409 -1.59413  C1 1.136
5 N 1.24715 1.30914 -1.76974  C1 1.354, S7 1.603
6 F -1.41487 0.14474 0.08261  C2 1.339
7 S 1.13653 0.05292 -0.78019  C2 1.713, N5 1.603
8 H -0.33130 -0.91544 2.25789  C3 1.147
9 H 0.90540 -1.74741 1.16495  C3 1.115
10 H -0.99618 -2.28916 1.05784  C3 1.188

## Properties
energy: -723.55942 Eh
energy relative to the best compared isomer or geometry (same formula, charge and spin): 3.382 eV
multiplicity: 1
net charge: 0
HOMO (spin up / spin down): -9.1 / -9.1 eV
largest force on an atom: 0.0664 Eh/bohr